C25H18AsBCoF4NO4S | ωB97M-V/def2-TZVPD

- HOMO energy (alpha / beta) (eV) = -9.5062 / -9.5938
- ⟨S²⟩ = 6.03
- E (eV) = -156748.0349
- molar mass (g mol⁻¹) = 649.15
- orbital gap (alpha / beta) (eV) = 9.26 / 5.96
- spin multiplicity = 5
- maximum force (Eh/bohr) = 0.0030

Each line ends with the Mulliken spin population.
Cartesian coordinates (Å):
1 Co 0.1755 0.7971 0.4909  2.765
2 S 2.5368 0.5666 0.8934  0.720
3 C 3.0067 0.5959 2.5334  0.004
4 C 4.3965 0.7569 2.7564  0.142
5 C 4.8989 0.8480 4.0344  -0.054
6 C 4.0258 0.7734 5.1138  0.162
7 C 2.6568 0.5980 4.9135  -0.048
8 C 2.1201 0.5032 3.6432  0.101
9 As 0.2335 0.0223 3.3773  0.013
10 C -0.4364 0.3456 5.1741  0.003
11 C -0.6695 1.6164 5.6922  0.001
12 C -1.1453 1.7604 6.9876  0.000
13 C -1.3890 0.6398 7.7700  0.000
14 C -1.1637 -0.6277 7.2560  0.000
15 C -0.6936 -0.7756 5.9577  0.002
16 C -0.3406 1.7165 2.5417  0.001
17 C -1.6150 1.7504 1.9520  -0.002
18 C -2.0956 2.9316 1.3860  0.013
19 C -1.3229 4.0752 1.4002  0.007
20 C -0.0575 4.0544 1.9831  0.019
21 C 0.4310 2.8930 2.5472  0.016
22 H 5.0488 0.8194 1.8956  -0.003
23 H 5.9604 0.9773 4.1937  0.000
24 H 4.4080 0.8457 6.1238  0.006
25 H 2.0044 0.5319 5.7749  0.009
26 H -0.4882 2.4975 5.0888  0.000
27 H -1.3293 2.7504 7.3846  0.000
28 H -1.7629 0.7561 8.7789  0.000
29 H -1.3621 -1.5040 7.8592  0.000
30 H -0.5348 -1.7687 5.5535  0.000
31 H -2.2166 0.8489 1.9371  -0.003
32 H -3.0634 2.9348 0.9043  0.001
33 H -1.6790 4.9758 0.9207  0.000
34 H 0.5571 4.9439 1.9652  0.001
35 H 1.4185 2.8905 2.9925  0.003
36 O -2.1724 -1.2464 1.3544  0.006
37 C -1.3969 -1.6302 0.4901  -0.030
38 O -0.4022 -0.9455 0.0189  0.089
39 C -1.5424 -3.0055 -0.1013  0.013
40 C -2.6164 -3.7965 0.2927  -0.002
41 C -2.7799 -5.0709 -0.2292  0.000
42 C -1.8676 -5.5690 -1.1449  0.000
43 C -0.8033 -4.7670 -1.5190  -0.001
44 C -0.6229 -3.4916 -1.0198  0.001
45 N 0.1771 -5.2977 -2.4856  0.000
46 O 1.1296 -4.5990 -2.7627  0.000
47 O -0.0263 -6.4053 -2.9415  0.000
48 H -3.3148 -3.3901 1.0113  0.001
49 H -3.6195 -5.6798 0.0772  0.000
50 H -1.9642 -6.5571 -1.5691  0.000
51 H 0.2138 -2.8901 -1.3394  0.004
52 F 0.2712 3.1363 -3.0080  0.001
53 B -0.1628 3.2685 -1.7265  0.009
54 F 0.4034 2.0122 -0.9893  0.029
55 F -1.5274 3.1704 -1.5708  -0.001
56 F 0.3813 4.3382 -1.0541  0.000